DFT (ωB97M-V/def2-TZVPD) results for a structure of composition C39H65FN9O2P2Ru.

ORCA input file:
```
! RIJCOSX wB97M-V def2-TZVPD def2/J DEFGRID3
* xyz 2 6
Ru 0.29 -0.55 0.08
C 5.81 -1.68 2.04
C 6.00 -0.28 2.55
C 6.85 -0.02 3.63
C 7.05 1.27 4.09
C 6.40 2.34 3.49
C 5.55 2.10 2.42
C 5.36 0.81 1.96
N 4.46 0.59 0.86
C 3.14 0.33 1.02
N 2.68 0.49 2.27
C 1.43 0.23 2.88
C 0.30 -0.19 2.17
C -0.87 -0.43 2.91
C -0.90 -0.30 4.28
C 0.24 0.12 4.95
C 1.42 0.40 4.27
C 2.64 0.85 5.02
N 2.40 -0.05 -0.01
C 3.07 -0.18 -1.27
C 3.47 -1.44 -1.69
C 4.13 -1.59 -2.90
C 4.39 -0.48 -3.69
C 3.99 0.78 -3.25
C 3.34 0.96 -2.04
C 2.97 2.34 -1.55
H 6.40 -1.85 1.14
H 4.76 -1.88 1.79
H 6.12 -2.41 2.79
H 7.37 -0.85 4.10
H 7.71 1.44 4.93
H 6.56 3.35 3.85
H 5.04 2.92 1.92
H 4.86 0.34 -0.03
H 3.40 0.77 2.92
H -1.78 -0.71 2.39
H -1.81 -0.50 4.83
H 0.22 0.23 6.03
H 2.42 0.94 6.09
H 2.99 1.83 4.69
H 3.47 0.15 4.92
H 3.27 -2.29 -1.06
H 4.45 -2.57 -3.23
H 4.90 -0.58 -4.63
H 4.21 1.65 -3.87
H 2.94 3.05 -2.38
H 3.71 2.70 -0.83
H 2.00 2.34 -1.05
F -0.85 1.22 -0.24
C 1.32 -4.69 -2.06
C 0.01 -4.52 -1.29
C -1.17 -4.33 -2.23
P 0.14 -3.25 0.06
C -1.38 -3.47 1.10
C -1.92 -4.89 1.20
C -2.50 -2.52 0.65
C 1.60 -3.91 1.02
C 1.48 -5.36 1.48
C 1.99 -3.03 2.20
H 1.15 -5.35 -2.91
H 2.11 -5.13 -1.46
H 1.68 -3.74 -2.46
H -0.18 -5.44 -0.73
H -0.97 -3.55 -2.97
H -2.10 -4.08 -1.72
H -1.34 -5.25 -2.78
H -1.04 -3.14 2.09
H -2.35 -5.22 0.25
H -2.73 -4.91 1.94
H -1.18 -5.62 1.51
H -3.00 -2.89 -0.24
H -2.16 -1.50 0.45
H -3.25 -2.45 1.44
H 2.41 -3.85 0.28
H 0.76 -5.46 2.30
H 2.45 -5.68 1.86
H 1.20 -6.05 0.69
H 1.18 -2.95 2.94
H 2.26 -2.02 1.89
H 2.85 -3.47 2.71
C 0.59 -1.04 -3.52
N -0.12 -0.19 -2.52
C -1.56 -0.56 -2.58
N -2.13 -0.42 -3.91
C -1.37 -1.26 -4.84
N 0.05 -0.91 -4.86
C 0.16 0.49 -5.27
N -0.56 1.38 -4.35
C -0.02 1.21 -3.02
C -1.97 0.97 -4.34
H 0.53 -2.08 -3.20
H 1.64 -0.75 -3.53
H -2.10 0.09 -1.89
H -1.67 -1.60 -2.25
H -1.78 -1.14 -5.84
H -1.48 -2.31 -4.55
H -0.24 0.61 -6.27
H 1.22 0.78 -5.28
H -0.55 1.85 -2.32
H 1.04 1.49 -3.03
H -2.39 1.09 -5.33
H -2.52 1.62 -3.65
N -1.77 3.46 0.46
C -3.26 3.37 0.59
P -3.56 2.19 1.97
O -2.42 2.40 2.89
O -3.72 0.77 1.28
C -5.23 2.46 2.65
N -6.18 1.55 2.00
H -1.38 3.64 1.39
H -1.49 4.19 -0.18
H -1.36 2.51 0.14
H -3.69 3.06 -0.37
H -3.65 4.34 0.86
H -5.50 3.51 2.60
H -5.14 2.21 3.71
H -6.77 2.02 1.32
H -6.80 1.11 2.67
H -4.68 0.55 1.33
*
```

Calculated values
- Largest force on an atom: 0.63 eV/Å
- HOMO-LUMO gap (spin up / spin down): 7.9 / 6.4 eV
- LUMO (spin up / spin down): -4.09 / -6.47 eV
- HOMO level (spin up / spin down): -11.98 / -12.89 eV

DFT (ωB97M-V/def2-TZVPD) results for a structure of composition C41H44Cl2N6O6SSr.

ORCA input file:
```
! RIJCOSX wB97M-V def2-TZVPD def2/J DEFGRID3
* xyz 0 1
Sr 0.06 0.09 -0.11
N 2.03 -1.50 1.11
C 3.32 -2.05 0.68
C 3.48 -2.01 -0.84
C 4.25 -0.80 -1.35
C 3.66 0.55 -0.99
N 2.31 0.72 -1.54
H 2.06 -1.30 2.10
H 1.34 -2.26 1.01
H 3.44 -3.08 1.03
H 4.12 -1.47 1.14
H 2.48 -2.04 -1.29
H 4.00 -2.91 -1.18
H 4.35 -0.86 -2.44
H 5.27 -0.83 -0.95
H 4.34 1.34 -1.33
H 3.59 0.64 0.10
H 2.28 0.43 -2.51
H 2.03 1.69 -1.52
O -1.94 1.68 1.04
C -3.26 1.16 1.01
C -3.58 0.43 -0.27
C -4.85 0.47 -0.82
C -5.11 -0.26 -1.97
C -4.08 -0.98 -2.54
C -2.83 -0.96 -1.93
N -2.58 -0.27 -0.82
H -1.91 2.43 0.40
H -3.99 1.95 1.18
H -3.33 0.46 1.85
H -5.62 1.07 -0.35
H -6.09 -0.24 -2.42
H -4.21 -1.57 -3.44
H -2.00 -1.52 -2.33
C 1.93 2.72 3.67
C 1.31 2.26 4.82
C 0.35 1.26 4.70
C 0.05 0.75 3.44
N 0.68 1.18 2.34
C 1.58 2.15 2.46
C -0.99 -0.30 3.26
C -2.02 -0.48 4.17
C -2.96 -1.47 3.93
C -2.85 -2.24 2.79
C -1.79 -2.00 1.92
N -0.89 -1.05 2.15
H 2.67 3.51 3.71
H 1.56 2.66 5.79
H -0.14 0.87 5.58
H 2.03 2.49 1.53
H -2.10 0.15 5.04
H -3.78 -1.61 4.61
H -3.58 -3.01 2.55
H -1.64 -2.58 1.02
C 1.57 7.07 -5.50
C 1.07 6.04 -4.53
C 0.40 4.90 -4.97
C -0.06 3.95 -4.08
C 0.15 4.13 -2.72
C 0.82 5.26 -2.26
C 1.27 6.20 -3.16
S -0.47 2.95 -1.57
O -0.56 1.67 -2.28
O -1.76 3.45 -1.10
O 0.51 2.86 -0.48
H 1.32 6.80 -6.53
H 2.65 7.18 -5.43
H 1.12 8.05 -5.29
H 0.24 4.76 -6.03
H -0.57 3.06 -4.42
H 0.98 5.38 -1.19
H 1.79 7.08 -2.80
Cl -3.32 -4.14 -0.73
C -2.30 -5.47 -0.27
C -2.09 -5.69 1.08
C -1.31 -6.75 1.50
C -0.74 -7.59 0.56
C -0.95 -7.35 -0.78
Cl -0.20 -8.41 -1.94
C -1.72 -6.28 -1.25
N -1.94 -6.12 -2.61
C -1.83 -4.89 -3.35
C -2.82 -4.64 -4.29
C -2.75 -3.54 -5.13
C -1.69 -2.66 -5.00
C -0.71 -2.90 -4.05
C -0.75 -4.01 -3.21
C 0.35 -4.22 -2.21
C 0.23 -3.34 -0.95
O 0.48 -3.84 0.15
O -0.07 -2.12 -1.15
H -2.55 -5.02 1.79
H -1.15 -6.91 2.56
H -0.13 -8.43 0.86
H -1.63 -6.91 -3.15
H -3.65 -5.34 -4.36
H -3.53 -3.37 -5.86
H -1.62 -1.78 -5.64
H 0.12 -2.21 -3.94
H 1.30 -3.93 -2.68
H 0.45 -5.25 -1.90
*
```

Calculated values
- Largest force on an atom: 0.13 eV/Å
- HOMO-LUMO gap: 7.8 eV
- LUMO: -0.04 eV
- HOMO level: -7.84 eV